Here is one molecule with the formula C20H30N4O3 from the Open Molecules 2025 dataset. Energies are from ωB97M-V/def2-TZVPD.

Cartesian coordinates (Å):
C (-5.73, -5.63, 5.11)
C (-4.99, -5.13, 3.88)
C (-4.59, -3.66, 4.02)
C (-3.85, -3.15, 2.79)
C (-3.45, -1.69, 2.95)
N (-2.74, -1.20, 1.77)
C (-3.51, -0.67, 0.75)
O (-4.71, -0.57, 0.82)
N (-2.81, -0.24, -0.35)
C (-1.45, -0.33, -0.51)
C (-0.81, 0.12, -1.66)
C (0.56, 0.02, -1.78)
C (1.17, 0.53, -3.06)
O (0.53, 0.60, -4.09)
N (2.47, 0.89, -2.96)
C (3.15, 1.60, -4.01)
C (3.40, 3.05, -3.56)
N (4.04, 3.06, -2.26)
C (5.49, 3.06, -2.30)
C (6.14, 4.39, -2.70)
C (3.46, 3.99, -1.31)
C (2.16, 3.46, -0.72)
C (1.31, -0.56, -0.75)
C (0.69, -1.00, 0.39)
C (-0.69, -0.89, 0.53)
C (-1.36, -1.36, 1.75)
O (-0.77, -1.86, 2.68)
H (-6.63, -5.06, 5.28)
H (-5.10, -5.54, 6.00)
H (-6.00, -6.68, 5.00)
H (-5.62, -5.25, 3.00)
H (-4.09, -5.73, 3.73)
H (-5.48, -3.06, 4.18)
H (-3.95, -3.54, 4.90)
H (-4.49, -3.26, 1.91)
H (-2.95, -3.75, 2.63)
H (-4.34, -1.07, 3.07)
H (-2.78, -1.57, 3.80)
H (-3.37, 0.15, -1.10)
H (-1.38, 0.55, -2.47)
H (2.89, 1.02, -2.06)
H (2.52, 1.58, -4.91)
H (4.10, 1.10, -4.22)
H (2.43, 3.56, -3.49)
H (3.99, 3.57, -4.33)
H (5.85, 2.77, -1.31)
H (5.79, 2.28, -3.01)
H (5.91, 5.16, -1.98)
H (7.22, 4.26, -2.74)
H (5.80, 4.71, -3.69)
H (4.18, 4.13, -0.49)
H (3.27, 4.98, -1.76)
H (1.75, 4.17, -0.01)
H (2.34, 2.52, -0.19)
H (1.41, 3.28, -1.49)
H (2.38, -0.68, -0.86)
H (1.24, -1.46, 1.19)

* orbital gap: 8.77 eV
* SMILES string: CCCCCn1c(=O)[nH]c2cc(C(=O)NCCN(CC)CC)ccc2c1=O
* energy above the lowest of the compared OMol25 structures with the same formula, charge and spin: 0.0000 eV
* HOMO level: -8.784 eV